Record 1
A structure of composition C24H24BF35NO9S2. Source: the OMol25 dataset; level of theory: ωB97M-V/def2-TZVPD.

Output
E_HOMO: -6.225 eV
spin multiplicity: 1
total charge: -1

Last column: Löwdin charge in e.
Cartesian coordinates (Å):
C1 -3.0081 6.5123 0.0421  -0.028
B1 -2.7167 4.9760 0.1465  -0.517
O1 -2.1974 4.2851 -0.9239  0.098
S1 -3.1478 3.9339 1.6636  0.531
O2 -3.5775 2.6715 1.0897  -0.347
O3 -4.1746 4.7191 2.3358  -0.353
N1 -1.8097 3.6628 2.5230  -0.326
S2 -1.5949 4.3573 3.9468  0.500
O4 -2.6879 4.2096 4.8704  -0.327
O5 -0.2891 3.9473 4.4398  -0.362
C2 -1.3932 6.1378 3.7021  -0.209
C3 0.0327 6.5450 3.3682  -0.115
C4 0.5218 6.3347 1.9511  -0.583
F1 0.6797 5.0485 1.6054  0.143
F2 1.7715 6.9077 1.8327  0.080
F3 -0.2625 6.9269 1.0215  0.128
H1 -2.2300 6.9928 -0.5579  0.062
H2 -3.0778 7.0282 0.9986  0.050
H3 -3.9560 6.6543 -0.4938  0.076
H4 -2.7113 4.4159 -1.7301  0.108
H5 -1.6243 6.5417 4.6911  0.103
H6 -2.1461 6.5334 3.0191  0.087
H7 0.7294 6.0012 4.0093  0.108
H8 0.1873 7.6113 3.5639  0.132
C5 0.0310 1.7414 -1.9651  -0.031
C6 0.1095 2.6369 -3.2115  -0.435
C7 0.5613 2.0122 -4.5336  -0.302
F4 1.8369 1.5797 -4.4615  0.094
F5 0.4965 2.9538 -5.5070  0.088
F6 0.8493 3.7353 -2.9523  0.139
F7 -1.1756 3.0377 -3.4323  0.098
O6 1.1047 1.8143 -1.0418  0.067
C8 2.1956 1.0056 -1.1160  -0.546
C9 3.4873 1.8217 -1.2395  -0.278
F8 3.4792 2.5503 -2.3733  0.100
F9 4.5402 0.9689 -1.2920  0.090
F10 2.1049 0.0776 -2.0912  0.141
F11 2.2930 0.3266 0.0573  0.133
H9 -0.8220 2.1279 -1.4062  0.146
H10 -0.2012 0.7091 -2.2218  0.126
H11 -0.0907 1.1789 -4.8083  0.171
H12 3.5946 2.4841 -0.3790  0.170
C10 0.5733 -3.2189 -0.6916  -0.025
C11 -0.6213 -2.4612 -1.2967  -0.430
C12 -2.0388 -2.8467 -0.8610  -0.300
F12 -2.3296 -4.1119 -1.2289  0.093
F13 -2.9097 -2.0187 -1.4778  0.104
F14 -0.5381 -2.4674 -2.6468  0.131
F15 -0.4660 -1.1731 -0.8778  0.101
O7 1.1771 -4.2284 -1.4845  0.053
C13 0.8246 -5.5442 -1.4203  -0.548
C14 0.3418 -6.0555 -2.7827  -0.274
F16 -0.7576 -5.3925 -3.1796  0.109
F17 0.0265 -7.3717 -2.6620  0.081
F18 -0.0682 -5.8051 -0.4513  0.157
F19 1.9448 -6.2543 -1.1303  0.136
H13 1.3503 -2.4602 -0.6069  0.143
H14 0.3593 -3.5673 0.3189  0.150
H15 -2.1533 -2.7424 0.2211  0.177
H16 1.1265 -5.9394 -3.5320  0.176
C15 -3.6948 -11.2736 -4.4401  -0.045
C16 -4.3324 -12.2138 -3.4028  -0.439
C17 -5.7373 -11.8845 -2.8856  -0.310
F20 -5.7504 -10.7240 -2.2048  0.102
F21 -6.1237 -12.8715 -2.0432  0.094
F22 -3.4941 -12.4011 -2.3639  0.139
F23 -4.4770 -13.4142 -4.0439  0.093
O8 -2.7392 -10.3404 -3.9801  0.049
C18 -3.0706 -9.0601 -3.6143  -0.540
C19 -2.6892 -8.7803 -2.1557  -0.289
F24 -3.3649 -9.6123 -1.3328  0.099
F25 -3.0321 -7.5103 -1.8559  0.106
F26 -4.3645 -8.7806 -3.8518  0.154
F27 -2.3359 -8.2217 -4.3789  0.143
H17 -3.1187 -11.9415 -5.0790  0.147
H18 -4.4504 -10.8049 -5.0717  0.147
H19 -6.4496 -11.8312 -3.7136  0.171
H20 -1.6191 -8.9175 -2.0078  0.160
C20 4.3498 6.0497 3.3760  -0.036
C21 4.5207 4.5339 3.1866  -0.432
C22 3.7674 3.5943 4.1356  -0.291
F28 4.1975 3.7541 5.4064  0.093
F29 4.0331 2.3197 3.7649  0.096
F30 5.8378 4.2172 3.1718  0.126
F31 4.0185 4.2587 1.9495  0.099
O9 5.3931 6.7491 4.0401  0.051
C23 5.4077 6.9541 5.3886  -0.550
C24 6.6621 6.3476 6.0300  -0.289
F32 6.6905 5.0137 5.8521  0.104
F33 6.6404 6.6008 7.3604  0.092
F34 4.2892 6.5339 5.9982  0.162
F35 5.4962 8.2948 5.5963  0.130
H21 4.3735 6.4524 2.3653  0.144
H22 3.3682 6.2957 3.7793  0.134
H23 2.6877 3.7643 4.0845  0.171
H24 7.5572 6.7916 5.5903  0.172

=====

Record 2
A structure of composition C16H40Cl20FIN2NbO3P2S. Source: the OMol25 dataset; level of theory: ωB97M-V/def2-TZVPD.

Output
E_HOMO: -5.053 eV
spin multiplicity: 1
total charge: -1

Last column: Löwdin charge in e.
Cartesian coordinates (Å):
C1 -1.4588 0.4187 -4.1325  -0.145
C2 -1.6816 0.4506 -2.5764  -0.541
F1 -2.8939 1.1616 -2.2515  -0.207
Nb1 0.0107 1.2600 -1.2932  1.254
I1 -1.6634 1.0466 0.9977  0.461
C3 1.4226 1.5899 -3.0573  -0.455
N1 1.4705 3.0325 -3.5160  -0.105
C4 1.5782 2.1945 0.0350  -0.416
C5 2.8317 1.3399 0.4627  -0.298
C6 2.8105 1.2052 2.0517  -0.291
N2 3.6532 2.3273 2.5876  -0.032
P1 0.7666 -1.1710 -0.9028  0.133
S1 0.9083 -1.6549 0.9962  0.003
P2 -1.0408 3.6253 -1.6472  0.457
O1 -2.2448 3.7641 -0.7020  -0.518
O2 -1.6813 3.8362 -3.2072  -0.252
O3 0.0528 4.8383 -1.2015  -0.264
H1 -2.4789 0.2982 -4.6080  0.079
H2 -0.9286 1.3020 -4.5600  0.039
H3 -0.9271 -0.5531 -4.3616  0.063
H4 -1.8830 -0.6185 -2.2586  0.054
H5 1.2997 0.8685 -3.8895  -0.039
H6 2.4484 1.3971 -2.6311  -0.012
H7 2.4490 3.2773 -3.7120  0.057
H8 1.0165 3.1298 -4.4295  0.047
H9 1.9631 3.1111 -0.5162  0.032
H10 1.0584 2.6222 0.9446  -0.007
H11 3.7527 1.9665 0.2594  0.067
H12 3.0101 0.3697 -0.0562  0.042
H13 1.7688 1.2937 2.4692  0.077
H14 3.2703 0.2540 2.4170  0.095
H15 3.3718 2.5633 3.5395  0.015
H16 3.4897 3.1740 2.0351  0.051
H17 -0.0961 -2.0378 -1.6572  -0.076
H18 2.0611 -1.3246 -1.5107  -0.154
H19 -0.9848 3.7925 -3.8777  0.010
H20 0.8879 4.7147 -1.6817  0.010
C7 4.0924 -1.0742 -4.0157  -0.946
Cl1 4.7653 0.2009 -2.9909  0.538
Cl2 2.3341 -1.2378 -3.8430  0.573
H21 4.3183 -0.8423 -5.0530  0.027
H22 4.5565 -2.0166 -3.7378  0.029
C8 -1.5225 -1.4977 4.2292  -0.952
Cl3 -2.5241 -2.9578 4.3520  0.518
Cl4 -0.9354 -1.2505 2.5661  0.199
H23 -2.1190 -0.6371 4.5319  0.028
H24 -0.6662 -1.6028 4.8903  0.029
C9 0.5016 4.1309 3.8857  -0.994
Cl5 1.2635 3.4298 5.3233  0.498
Cl6 -0.6639 3.0162 3.1636  0.396
H25 -0.0132 5.0446 4.1720  0.025
H26 1.2727 4.3550 3.1523  0.018
C10 -4.2054 -2.6676 7.5239  -1.046
Cl7 -4.1873 -0.9540 7.9586  0.494
Cl8 -5.7894 -3.3925 7.8319  0.488
H27 -3.9721 -2.7643 6.4670  -0.056
H28 -3.4589 -3.1888 8.1171  0.027
C11 -4.4773 5.5928 1.0692  -1.020
Cl9 -3.3780 4.7305 2.1409  0.510
Cl10 -6.0602 5.8470 1.8278  0.504
H29 -4.0452 6.5596 0.8255  0.030
H30 -4.6095 5.0077 0.1622  0.024
C12 -7.0256 7.4256 -1.2900  -1.047
Cl11 -6.3190 9.0415 -1.4207  0.490
Cl12 -8.6276 7.3627 -2.0371  0.491
H31 -6.3746 6.7150 -1.7927  0.030
H32 -7.1164 7.1658 -0.2388  -0.038
C13 1.2980 -5.2671 1.1696  -1.025
Cl13 0.3065 -6.7283 1.3032  0.519
Cl14 1.8327 -5.0036 -0.4919  0.488
H33 0.7097 -4.4096 1.4886  -0.029
H34 2.1707 -5.3748 1.8078  0.029
C14 0.1446 -10.2299 0.3303  -1.044
Cl15 -1.4327 -11.0077 0.5268  0.502
Cl16 1.4514 -11.2751 0.9014  0.503
H35 0.3011 -10.0132 -0.7225  -0.024
H36 0.1554 -9.3073 0.9034  -0.045
C15 8.1917 1.2980 -1.2981  -1.038
Cl17 9.3561 0.3699 -0.3435  0.494
Cl18 6.6922 1.5656 -0.4047  0.506
H37 8.6298 2.2607 -1.5474  0.024
H38 7.9653 0.7479 -2.2080  0.011
C16 -2.1710 -9.2650 -2.7680  -1.026
Cl19 -1.8623 -7.7206 -1.9690  0.515
Cl20 -0.6663 -10.0216 -3.3089  0.514
H39 -2.6671 -9.9311 -2.0670  0.002
H40 -2.8085 -9.0944 -3.6313  0.024

=====

Record 3
A structure of composition C4H8INS. Source: the OMol25 dataset; level of theory: ωB97M-V/def2-TZVPD.

Output
E_HOMO (alpha / beta): -8.115 / -8.116 eV
spin multiplicity: 1
relative energy (zero: lowest compared OMol25 entry of this formula, charge and spin): 3.544 eV

Last column: natural (NBO) charge in e.
Cartesian coordinates (Å):
C1 -0.9787 -0.5266 0.8387  -0.202
C2 -0.9139 0.0086 -0.3914  -0.102
C3 -2.3372 -1.1650 1.2477  -0.648
C4 3.0149 0.7067 -0.8443  -0.702
N1 0.1880 0.4546 -1.0274  -0.610
S1 1.7242 0.8435 0.4316  0.259
I1 -0.0729 2.1447 -2.1542  0.288
H1 -0.1989 -0.4876 1.4408  0.198
H2 -1.8722 -0.0937 -0.8863  0.208
H3 -3.1425 -1.2846 0.5323  0.215
H4 -2.3161 -2.0486 1.8419  0.218
H5 -2.6989 -0.5673 2.0578  0.214
H6 3.5792 1.5239 -0.7933  0.214
H7 2.5443 0.6857 -1.7132  0.230
H8 3.4808 -0.1945 -0.5806  0.220

=====

Record 4
A structure of composition C13H20N5O9Ti. Source: the OMol25 dataset; level of theory: ωB97M-V/def2-TZVPD.

Output
E_HOMO: -12.372 eV
spin multiplicity: 1
relative energy (zero: lowest compared OMol25 entry of this formula, charge and spin): 0.151 eV
total charge: +1

Last column: natural (NBO) charge in e.
Cartesian coordinates (Å):
Ti1 -0.4959 0.5479 0.1846  1.756
O1 0.0924 -3.9193 -0.4821  -0.643
C1 -0.5871 -2.8744 -0.0334  0.835
O2 -0.5742 -1.8011 -0.6032  -0.629
C2 -1.3444 -3.2309 1.2235  -0.182
O3 -2.2179 -2.2232 1.6220  -0.497
C3 -1.9515 -1.6500 2.8811  -0.184
C4 -0.8138 -0.6376 2.8741  0.783
O4 -0.5532 0.0143 3.8533  -0.585
O5 -0.1705 -0.5263 1.7185  -0.765
H1 0.5699 -3.6772 -1.2905  0.508
H2 -0.6040 -3.4899 1.9889  0.219
H3 -1.9025 -4.1459 1.0034  0.236
H4 -1.7378 -2.4076 3.6410  0.213
H5 -2.8543 -1.1236 3.1870  0.242
N1 -0.8990 0.3705 -2.0212  -0.794
C5 -2.3348 0.2429 -2.3809  -0.215
C6 -3.1350 1.4196 -1.8428  -0.543
C7 -3.0291 1.5667 -0.3415  0.806
O6 -3.4756 2.4810 0.2924  -0.555
O7 -2.3400 0.5675 0.2479  -0.709
H6 -0.5186 1.2103 -2.4490  0.405
H7 -0.3877 -0.4282 -2.3819  0.409
H8 -2.6959 -0.6882 -1.9478  0.221
H9 -2.4461 0.1825 -3.4643  0.212
H10 -4.1895 1.3031 -2.0971  0.269
H11 -2.8136 2.3660 -2.2838  0.252
N2 -0.7483 2.0575 1.8959  -0.623
N3 -0.2634 3.3075 1.4902  -0.490
C8 -0.0999 3.4506 0.1287  0.879
O8 0.0960 4.4912 -0.4246  -0.566
O9 -0.1479 2.2558 -0.4908  -0.755
H12 -1.7561 2.0935 2.0588  0.410
H13 -0.2823 1.7408 2.7457  0.426
H14 -0.5689 4.1244 1.9986  0.414
N4 5.5991 -0.5954 -1.2752  -0.745
C9 4.3086 -0.3636 -0.9792  0.259
C10 3.6027 -1.1705 -0.0681  -0.307
C11 2.2914 -0.8922 0.2042  0.083
N5 1.6051 0.1235 -0.3577  -0.570
C12 2.2861 0.8994 -1.2272  0.080
C13 3.5964 0.6977 -1.5645  -0.303
H15 6.1169 -1.3145 -0.8028  0.409
H16 6.1082 0.0215 -1.8824  0.410
H17 4.0925 -1.9938 0.4343  0.233
H18 1.7516 -1.4872 0.9265  0.223
H19 1.7434 1.7354 -1.6463  0.232
H20 4.0781 1.3695 -2.2619  0.237